(1)
# C23H17Cl3N3O5PtSe

A molecular structure, C23H17Cl3N3O5PtSe (ωB97M-V/def2-TZVPD, the OMol25 dataset).

Each line ends with the Mulliken charge.
Geometry (Å):
1 Pt 2.12 0.27 -0.09  0.733
2 N 2.67 -0.68 -1.67  0.000
3 C -0.54 -0.40 -1.98  -0.775
4 C -1.66 -0.89 -2.60  -0.970
5 C -2.55 -0.03 -3.28  -0.689
6 C -2.30 1.31 -3.32  -0.830
7 C -1.15 1.85 -2.69  1.205
8 C -0.87 3.23 -2.69  -0.662
9 C 0.22 3.70 -2.04  -0.799
10 C 1.05 2.77 -1.37  -0.074
11 N 0.83 1.48 -1.37  -0.274
12 C -0.27 0.98 -2.02  0.926
13 H 2.66 -2.70 -2.93  0.285
14 H 0.13 -1.05 -1.45  0.573
15 H -1.86 -1.95 -2.56  0.518
16 H -3.43 -0.44 -3.75  0.384
17 H -2.98 1.99 -3.83  0.369
18 H -1.55 3.91 -3.20  0.378
19 H 0.46 4.75 -1.99  0.394
20 H 1.90 3.11 -0.79  0.363
21 Se 3.99 0.34 2.81  -0.086
22 C 2.48 -0.14 3.87  0.052
23 C 2.18 -1.47 4.15  -0.244
24 C 1.05 -1.76 4.90  -0.286
25 N 0.23 -0.84 5.40  -0.686
26 C 0.53 0.43 5.14  -0.286
27 C 1.62 0.83 4.38  -0.248
28 H 2.80 -2.27 3.77  0.416
29 H 0.80 -2.80 5.12  0.356
30 H -0.15 1.18 5.53  0.373
31 H 1.79 1.87 4.16  0.342
32 Cl -0.56 -5.43 -5.41  -0.026
33 C 1.02 -5.98 -5.74  0.032
34 Cl 1.52 -3.12 -3.39  -0.274
35 Cl 1.81 -4.84 -6.74  -0.016
36 C 3.20 -0.82 1.14  0.271
37 O 3.45 -1.97 1.21  -0.434
38 O 3.56 -1.49 -1.67  -0.526
39 O -2.58 2.51 0.56  -0.756
40 C -2.26 1.23 0.83  -0.166
41 C -3.23 0.24 0.62  -0.549
42 C -2.93 -1.08 0.91  -0.474
43 C -1.68 -1.44 1.41  -1.084
44 C -0.72 -0.46 1.59  0.420
45 C -0.99 0.88 1.28  0.447
46 C 0.08 1.93 1.40  0.708
47 O -0.28 3.12 1.45  -0.863
48 O 1.30 1.56 1.44  -0.641
49 H -1.79 3.04 0.87  0.443
50 H -4.20 0.54 0.24  0.473
51 H -3.69 -1.83 0.76  0.367
52 H -1.46 -2.47 1.66  0.431
53 H 0.26 -0.71 1.97  0.458

Output
**Energy relative to the best compared isomer or geometry (same formula, charge and spin)**: 554.0 kJ/mol
**Electronic energy**: -144994.265 eV
**Total charge**: -1
**HOMO-LUMO gap**: 5.2834 eV



(2)
# C5H11N2

2 unconnected molecules or ions with the total composition C5H11N2 at a distorted geometry (ωB97M-V/def2-TZVPD, the OMol25 dataset).

Each line ends with the Mulliken charge.
Geometry (Å):
1 C -2.32 0.47 0.40  0.446
2 C -2.29 0.07 1.65  -0.760
3 C -2.28 0.51 -0.89  -0.825
4 C 1.22 1.64 0.56  -0.164
5 C 1.75 -1.62 -0.90  -0.786
6 N 1.66 0.58 0.00  0.147
7 N 0.99 -0.53 -0.40  -0.145
8 H -1.57 -0.45 2.35  0.220
9 H 0.20 -0.28 -0.80  0.154
10 H -2.21 1.34 -1.51  0.353
11 H -2.45 -0.56 -1.45  0.267
12 H 1.91 2.23 1.12  0.281
13 H 0.14 1.99 0.48  0.231
14 H -3.16 0.07 2.15  0.322
15 H 2.44 -1.85 0.02  0.295
16 H 1.03 -2.31 -1.18  0.347
17 H 2.35 -1.52 -1.85  0.291
18 H 2.61 0.24 0.27  0.326

Output
**Energy relative to the best compared isomer or geometry (same formula, charge and spin)**: 526.3 kJ/mol
**Electronic energy**: -8331.665 eV
**Total charge**: +1
**HOMO-LUMO gap**: 8.4460 eV



(3)
# C42H71N2O4OsP2S2Si4Te

A molecular structure, C42H71N2O4OsP2S2Si4Te at a distorted geometry (ωB97M-V/def2-TZVPD, the OMol25 dataset).

Each line ends with the Löwdin spin population.
Geometry (Å):
1 Os 0.98 -0.77 1.55  2.202
2 C -6.40 -0.91 1.89  0.000
3 C -5.36 -1.18 2.99  0.000
4 C -6.06 -1.79 4.21  0.000
5 C -4.72 0.14 3.42  0.000
6 C -4.32 -2.16 2.44  0.000
7 C -4.71 -3.48 2.15  0.001
8 C -3.83 -4.43 1.68  0.001
9 C -2.51 -4.05 1.49  0.004
10 S -1.15 -5.02 1.02  0.009
11 C -0.12 -3.64 1.20  0.011
12 N -0.72 -2.54 1.54  0.101
13 C -2.09 -2.74 1.73  0.009
14 C -3.01 -1.79 2.19  0.001
15 C 1.34 -3.72 1.05  0.025
16 C 1.97 -4.94 0.78  0.002
17 C 3.34 -5.02 0.71  0.012
18 C 4.10 -3.87 0.92  0.000
19 C 3.47 -2.66 1.18  0.037
20 C 2.08 -2.54 1.23  0.068
21 H -7.08 -0.12 2.20  0.000
22 H -7.00 -1.81 1.69  0.000
23 H -5.93 -0.63 0.95  0.000
24 H -6.77 -1.07 4.62  0.000
25 H -5.34 -2.05 4.99  0.000
26 H -6.63 -2.69 3.95  0.000
27 H -5.47 0.77 3.89  0.000
28 H -4.31 0.68 2.57  0.000
29 H -3.92 -0.04 4.15  0.000
30 H -5.74 -3.78 2.32  0.000
31 H -4.16 -5.44 1.47  0.000
32 H -2.65 -0.78 2.37  0.000
33 H 1.37 -5.83 0.63  0.000
34 H 3.83 -5.97 0.51  0.001
35 H 5.18 -3.91 0.88  0.000
36 H 4.10 -1.79 1.33  0.015
37 C 0.21 -2.77 4.48  0.020
38 P 1.15 -1.36 3.85  0.076
39 C 2.82 -1.64 4.49  0.013
40 C 0.53 0.05 4.85  0.004
41 C 0.91 1.38 4.18  0.001
42 P 0.35 1.44 2.42  0.086
43 C -1.42 1.81 2.59  0.025
44 C 1.06 3.05 1.97  0.025
45 H 0.34 -2.82 5.56  0.003
46 H 0.58 -3.69 4.02  0.000
47 H -0.84 -2.66 4.24  0.000
48 H 2.77 -1.71 5.58  0.002
49 H 3.49 -0.83 4.21  0.000
50 H 3.21 -2.57 4.08  0.000
51 H 0.94 -0.01 5.86  0.001
52 H -0.56 -0.05 4.92  0.000
53 H 2.00 1.49 4.17  0.000
54 H 0.50 2.23 4.72  0.000
55 H -1.54 2.66 3.26  0.004
56 H -1.96 0.95 2.98  0.000
57 H -1.81 2.05 1.60  0.000
58 H 0.63 3.81 2.62  0.001
59 H 0.83 3.28 0.93  0.004
60 H 2.14 3.03 2.10  0.009
61 C -6.02 3.85 -2.38  0.000
62 C -5.51 2.44 -2.21  0.000
63 C -4.62 2.14 -1.18  0.000
64 C -4.15 0.86 -1.00  0.001
65 C -4.56 -0.15 -1.87  0.000
66 C -5.44 0.13 -2.91  0.000
67 C -5.91 1.43 -3.07  0.000
68 S -4.04 -1.82 -1.64  0.000
69 O -4.59 -2.32 -0.41  0.000
70 O -4.28 -2.50 -2.88  0.000
71 N -2.42 -1.74 -1.43  0.002
72 C -1.70 -1.06 -2.52  0.000
73 C -0.37 -0.54 -1.98  0.008
74 C -0.55 0.42 -0.82  0.030
75 O -0.24 1.61 -0.92  0.019
76 O -1.01 -0.15 0.25  0.130
77 H -6.39 4.25 -1.44  0.000
78 H -6.83 3.90 -3.12  0.000
79 H -5.22 4.51 -2.73  0.000
80 H -4.30 2.93 -0.51  0.000
81 H -3.45 0.63 -0.20  0.000
82 H -5.73 -0.67 -3.58  0.000
83 H -6.60 1.65 -3.88  0.000
84 H -2.19 -1.29 -0.53  0.000
85 H -2.29 -0.22 -2.90  0.000
86 H -1.53 -1.75 -3.35  0.000
87 H 0.19 -0.07 -2.78  0.000
88 H 0.19 -1.39 -1.58  0.004
89 C 0.71 1.89 -4.35  0.002
90 Si 1.97 2.79 -3.32  0.022
91 C 3.16 3.64 -4.48  0.009
92 C 1.14 4.03 -2.22  0.001
93 Si 3.46 1.38 -2.10  0.124
94 Te 2.73 0.52 0.21  0.776
95 Si 5.28 2.62 -1.24  0.010
96 C 4.55 4.04 -0.26  0.004
97 C 6.38 3.27 -2.59  0.003
98 C 6.32 1.56 -0.10  0.006
99 Si 4.25 -0.52 -3.29  0.032
100 C 5.35 -1.51 -2.15  0.006
101 C 5.23 0.21 -4.70  0.011
102 C 2.92 -1.62 -3.98  0.002
103 H 0.30 2.58 -5.09  0.000
104 H -0.12 1.53 -3.74  0.000
105 H 1.14 1.04 -4.89  0.000
106 H 2.61 4.32 -5.15  0.002
107 H 3.70 2.93 -5.11  0.000
108 H 3.90 4.24 -3.94  0.000
109 H 0.51 4.70 -2.82  0.000
110 H 1.86 4.64 -1.67  0.000
111 H 0.49 3.51 -1.51  0.000
112 H 4.08 4.78 -0.92  0.000
113 H 5.32 4.55 0.32  0.000
114 H 3.79 3.68 0.44  0.005
115 H 5.84 3.88 -3.32  0.000
116 H 6.87 2.46 -3.14  0.000
117 H 7.17 3.90 -2.16  0.000
118 H 5.70 1.07 0.67  0.006
119 H 7.07 2.17 0.41  0.000
120 H 6.84 0.77 -0.65  0.000
121 H 6.22 -0.94 -1.85  0.000
122 H 5.70 -2.42 -2.65  0.000
123 H 4.80 -1.81 -1.25  0.006
124 H 5.99 0.91 -4.35  0.000
125 H 4.58 0.76 -5.39  0.000
126 H 5.73 -0.57 -5.27  0.002
127 H 2.34 -2.11 -3.19  0.000
128 H 3.37 -2.41 -4.59  0.000
129 H 2.22 -1.07 -4.62  0.000

Output
**Multiplicity**: 5
**Energy relative to the best compared isomer or geometry (same formula, charge and spin)**: 12.3 kJ/mol
**Electronic energy**: -137394.984 eV
**Total charge**: +1
**Expectation value of S²**: 6.0207
**HOMO-LUMO gap (spin up / spin down)**: 7.5579 / 5.8553 eV



(4)
# C2H6N2O

2 unconnected molecules or ions with the total composition C2H6N2O at a distorted geometry (ωB97M-V/def2-TZVPD, the OMol25 dataset).

Each line ends with the Mulliken charge.
Geometry (Å):
1 N 1.64 0.11 -0.30  -0.282
2 C 2.05 -0.51 0.81  0.103
3 O 1.39 -1.29 1.47  -0.549
4 H 0.79 -0.30 -0.68  0.222
5 H 2.03 0.94 -0.68  0.202
6 H 2.98 -0.05 1.20  0.295
7 C -2.26 0.22 0.03  -0.235
8 N -1.46 0.48 -0.92  -0.441
9 H -1.85 -0.13 0.97  0.231
10 H -3.35 0.17 -0.09  0.233
11 H -1.95 0.36 -1.81  0.222

Output
**Energy relative to the best compared isomer or geometry (same formula, charge and spin)**: 165.9 kJ/mol
**Electronic energy**: -7198.068 eV
**Total charge**: 0
**HOMO-LUMO gap**: 10.8210 eV
**Structure (SMILES)**: NC=O.C=N